No. 1
ORCA calculation (the ωB97M-V functional and the def2-TZVPD basis) on C27H26N11O2PReS as an isolated structure.

Values from the calculation:
HOMO (spin up / spin down) (Eh): -0.4881 / -0.4979
Frontier orbital gap (spin up / spin down) (eV): 6.2923 / 6.8096

```
! wB97M-V def2-TZVPD RIJCOSX def2/J DEFGRID3
* xyz 2 2
Re -0.37049 -0.16972 -0.13033
C 1.22066 -1.88982 4.91030
N 0.44794 -1.16760 3.89585
C -0.52091 -0.23229 4.16567
C -0.99468 0.19559 2.96906
N -0.31908 -0.46708 1.97326
C 0.54919 -1.28844 2.56453
P 1.65760 -2.44819 1.69505
C 0.44780 -3.04799 0.47999
N -0.35211 -2.26444 -0.24015
C -1.11709 -3.07926 -1.03300
C -0.76294 -4.36888 -0.78487
N 0.21844 -4.33609 0.17032
C 0.88385 -5.51260 0.73321
C 2.44080 -1.20636 0.64032
N 1.77761 -0.27867 -0.03163
C 2.70641 0.47162 -0.69816
C 3.94327 -0.01972 -0.42283
N 3.76476 -1.08199 0.42200
C 4.83406 -1.89972 0.99422
H 0.96390 -1.47561 5.88064
H 2.28445 -1.75382 4.73339
H 0.96815 -2.94718 4.89319
H -0.79274 0.02854 5.17169
H -1.77014 0.90735 2.75288
H -1.84194 -2.68891 -1.72419
H -1.11956 -5.29354 -1.19988
H 0.44677 -6.39494 0.27572
H 0.72691 -5.55572 1.80868
H 1.94683 -5.48098 0.50546
H 2.42636 1.29948 -1.32530
H 4.91865 0.28100 -0.76028
H 5.76873 -1.60167 0.52784
H 4.65218 -2.95008 0.77992
H 4.90198 -1.74256 2.06848
N -4.10671 1.99737 -0.74992
C -2.88362 1.60174 -0.36040
S -2.62166 -0.15828 -0.29962
N -2.00337 2.47017 -0.01905
N -0.75338 1.91097 0.34921
C -0.05677 2.82698 0.92637
C 1.21549 2.79090 1.66677
C 1.70720 4.03369 2.05508
C 2.87870 4.09119 2.79615
C 3.50334 2.90394 3.12660
C 2.92382 1.71094 2.70430
N 1.80654 1.63991 1.99616
H -4.80868 1.33198 -1.02189
H -4.28589 2.97985 -0.87743
H -0.52443 3.80919 0.89407
H 1.18474 4.93761 1.77602
H 3.28677 5.04202 3.10790
H 4.41623 2.89216 3.70412
H 3.39196 0.76414 2.95732
O -1.17384 1.90893 -2.63922
C -0.47938 0.99194 -2.97449
N 0.04440 0.01139 -2.06280
C 0.83639 -0.92418 -2.81912
O 1.44738 -1.85212 -2.35760
C 0.75251 -0.51941 -4.24017
C 1.30807 -1.11953 -5.35419
C 1.05890 -0.51726 -6.58161
C 0.28169 0.64093 -6.67510
C -0.27298 1.23193 -5.54622
C -0.01650 0.62207 -4.33313
H 1.90856 -2.01462 -5.27226
H 1.47093 -0.95052 -7.48173
H 0.10972 1.08130 -7.64707
H -0.87622 2.12631 -5.61013
*
```

=====

No. 2
ORCA calculation (the ωB97M-V functional and the def2-TZVPD basis) on C25H32BClCuN6O2 as an isolated structure.

Values from the calculation:
Energy relative to the best compared isomer or geometry (same formula, charge and spin) (kJ/mol): 0.0
HOMO (spin up / spin down) (Eh): -0.3333 / -0.3333
Frontier orbital gap (spin up / spin down) (eV): 9.6514 / 7.6445

```
! wB97M-V def2-TZVPD RIJCOSX def2/J DEFGRID3
* xyz 0 2
Cu 8.95030 10.11840 10.16878
C 6.46248 8.46749 12.80617
C 7.87136 7.84049 13.06892
C 8.25503 6.93814 11.91313
C 8.77371 9.00803 13.26523
C 9.27004 9.46436 14.49761
C 10.04969 10.55631 14.18345
N 9.93662 10.76798 12.85732
N 9.14786 9.83347 12.28867
B 10.80178 11.71086 12.01098
N 11.63462 10.82284 11.03996
C 12.94211 10.64828 10.83060
C 13.09807 9.62477 9.89102
C 11.80178 9.22300 9.55278
N 10.93848 9.99376 10.20314
C 11.30546 8.31426 8.45469
C 12.44184 7.44432 7.92484
C 10.73089 9.20327 7.35552
N 9.90499 12.62427 11.13094
C 9.81026 13.94997 11.13679
C 8.94159 14.31846 10.13289
C 8.47116 13.14094 9.56528
N 9.11016 12.13548 10.16806
C 7.58378 12.90707 8.38534
C 6.09920 13.05741 8.80050
C 7.85164 13.89597 7.24250
H 5.68015 7.73716 12.74950
H 6.17422 9.16152 13.58707
H 6.40854 9.00718 11.85544
H 7.83307 7.26835 14.01113
H 8.24777 7.44783 10.95826
H 9.25774 6.53632 12.09852
H 7.54818 6.13360 11.88742
H 9.21523 8.99663 15.44474
H 10.71530 11.17408 14.76916
H 11.46530 12.35726 12.72374
H 13.68297 11.23964 11.35458
H 14.01890 9.28547 9.51234
H 10.53004 7.69909 8.92301
H 13.12623 8.03912 7.31058
H 12.95425 6.94244 8.74173
H 12.00915 6.67374 7.28741
H 11.53888 9.85709 7.02878
H 10.34332 8.65663 6.50717
H 9.93918 9.92409 7.57993
H 10.35741 14.57616 11.83107
H 8.68655 15.33783 9.94146
H 7.76100 11.91253 8.03347
H 5.86070 14.07459 9.13061
H 5.41060 12.77446 7.97645
H 5.92340 12.37776 9.61651
H 7.66970 14.92592 7.53401
H 8.87396 13.87265 6.89861
H 7.16792 13.69697 6.41931
Cl 7.76101 5.02026 4.84486
C 7.33749 6.22752 6.01811
C 6.17126 6.99672 5.84546
C 5.88820 8.01695 6.76846
C 6.73697 8.21575 7.84039
C 7.89003 7.44793 7.99209
C 8.17642 6.45447 7.09822
C 6.37383 9.28751 8.85282
O 5.34284 9.91040 8.78654
O 7.25659 9.36962 9.83897
H 5.48889 6.77522 5.06128
H 4.97779 8.66084 6.71451
H 8.54597 7.63335 8.82613
H 9.03984 5.83204 7.27150
*
```

=====

No. 3
ORCA calculation (the ωB97M-V functional and the def2-TZVPD basis) on one molecule with the formula C3H7NO2.

Values from the calculation:
Energy relative to the best compared isomer or geometry (same formula, charge and spin) (kJ/mol): 141.2
HOMO (Eh): -0.3401
Frontier orbital gap (eV): 10.1104
Structure (SMILES): C/N=C(/O)OC

```
! wB97M-V def2-TZVPD RIJCOSX def2/J DEFGRID3
* xyz 0 1
C -2.10314 -0.03531 -0.83908
N -1.36975 -0.03601 0.40742
C -0.10946 -0.01828 0.39857
O 0.58272 -0.01954 1.55798
O 0.67816 0.00449 -0.68707
C 2.09112 0.02405 -0.49461
H -2.80168 0.80952 -0.83601
H -2.70036 -0.95318 -0.89797
H -1.46576 0.03322 -1.72985
H -0.10593 -0.03408 2.24051
H 2.39883 0.90120 0.08086
H 2.51930 0.06448 -1.49680
H 2.42998 -0.87867 0.02098
*
```

=====

| no. | DFT total energy (Ha) |
| --- | --- |
| 1 | -2614.7518 |
| 2 | -3576.5087 |
| 3 | -323.7272 |